#P
Formula: C14H16O
Source: the OMol25 dataset
Level of theory: ωB97M-V/def2-TZVPD

Last columns: bonded neighbours and bond lengths (Å).
Geometry (Å):
1 C -1.834 2.969 4.023  C5 1.512, H12 1.151, H13 1.161, H15 1.095
2 C -0.779 1.973 0.640  C3 1.401, C4 1.509, H8 1.045
3 C -0.826 2.593 1.895  C2 1.401, C5 1.421, H9 1.075
4 C -1.436 0.629 0.440  C2 1.509, C6 1.375, H10 1.029
5 C -1.607 1.973 2.907  C1 1.512, C3 1.421, C7 1.378
6 C -1.860 -0.105 1.523  C4 1.375, C7 1.424, H11 1.096
7 C -1.951 0.651 2.726  C5 1.378, C6 1.424, H14 1.205
8 H -0.226 2.462 -0.100  C2 1.045
9 H -0.235 3.491 1.894  C3 1.075
10 H -1.452 0.398 -0.562  C4 1.029
11 H -2.010 -1.190 1.550  C6 1.096
12 H -0.997 3.087 4.804  C1 1.151
13 H -2.753 2.653 4.657  C1 1.161
14 H -2.190 0.160 3.800  C7 1.205
15 H -2.198 3.942 3.675  C1 1.095
16 C 3.383 -1.652 -3.446  C20 1.459, H28 1.088, H29 1.061, H31 1.186
17 C -0.131 -0.750 -2.242  C18 1.417, C19 1.423, H24 1.093
18 C -0.126 -1.694 -1.185  C17 1.417, C21 1.402, O23 1.325
19 C 1.131 -0.561 -2.873  C17 1.423, C20 1.433, H25 1.096
20 C 2.153 -1.544 -2.669  C16 1.459, C19 1.433, C22 1.364
21 C 1.017 -2.436 -0.852  C18 1.402, C22 1.313, H26 1.111
22 C 2.081 -2.414 -1.621  C20 1.364, C21 1.313, H30 1.066
23 O -1.289 -1.815 -0.561  C18 1.325, H27 0.992
24 H -0.997 -0.124 -2.470  C17 1.093
25 H 1.242 0.274 -3.574  C19 1.096
26 H 0.971 -2.777 0.205  C21 1.111
27 H -1.229 -2.307 0.299  O23 0.992
28 H 4.036 -2.522 -3.415  C16 1.088
29 H 3.942 -0.765 -3.286  C16 1.061
30 H 2.998 -2.954 -1.569  C22 1.066
31 H 3.172 -1.644 -4.613  C16 1.186

## Properties
Spin multiplicity   1
Charge   0
Structure (SMILES)   Cc1ccc(O)cc1.Cc1ccccc1
HOMO energy   -8.04 eV
Frontier orbital gap   8.781 eV

***

#Q
Formula: C14H16O
Source: the OMol25 dataset
Level of theory: ωB97M-V/def2-TZVPD

Last columns: bonded neighbours and bond lengths (Å).
Geometry (Å):
1 C 2.350 0.083 -1.680  C7 1.466, H13 1.181, H14 1.001, H15 1.020
2 C 1.246 2.788 1.535  C3 1.395, C4 1.379, H8 1.084
3 C 0.924 1.431 1.511  C2 1.395, C5 1.391, H9 1.077
4 C 2.095 3.273 0.562  C2 1.379, C6 1.375, H10 1.045
5 C 1.212 0.651 0.396  C3 1.391, C7 1.412, H11 1.119
6 C 2.445 2.421 -0.458  C4 1.375, C7 1.408, H12 1.065
7 C 2.096 1.067 -0.623  C1 1.466, C5 1.412, C6 1.408
8 H 0.809 3.495 2.231  C2 1.084
9 H 0.470 1.023 2.398  C3 1.077
10 H 2.295 4.295 0.475  C4 1.045
11 H 0.907 -0.425 0.394  C5 1.119
12 H 3.065 2.737 -1.264  C6 1.065
13 H 3.344 -0.545 -1.575  C1 1.181
14 H 2.523 0.352 -2.629  C1 1.001
15 H 1.560 -0.556 -1.763  C1 1.020
16 C -0.637 -3.468 0.452  C20 1.449, H28 1.050, H29 1.091, H31 1.088
17 C -1.973 -0.625 -1.394  C18 1.374, C19 1.378, H24 1.071
18 C -2.501 0.157 -0.396  C17 1.374, C21 1.498, O23 1.301
19 C -1.193 -1.717 -1.081  C17 1.378, C20 1.380, H25 1.042
20 C -1.068 -2.102 0.238  C16 1.449, C19 1.380, C22 1.444
21 C -2.189 -0.155 1.036  C18 1.498, C22 1.295, H26 1.139
22 C -1.623 -1.291 1.295  C20 1.444, C21 1.295, H30 1.064
23 O -3.320 1.091 -0.783  C18 1.301, H27 0.924
24 H -2.194 -0.375 -2.412  C17 1.071
25 H -0.637 -2.268 -1.769  C19 1.042
26 H -2.708 0.637 1.668  C21 1.139
27 H -3.864 1.329 -0.076  O23 0.924
28 H -0.082 -3.737 -0.399  C16 1.050
29 H -1.524 -4.100 0.392  C16 1.091
30 H -1.480 -1.719 2.258  C22 1.064
31 H -0.348 -3.745 1.463  C16 1.088

## Properties
Spin multiplicity   1
Charge   0
Structure (SMILES)   Cc1ccc(O)cc1.Cc1ccccc1
HOMO energy   -7.84 eV
Frontier orbital gap   8.614 eV

***

Quick one: most stable of them? #Q

***

#P
Formula: C14H16O
Source: the OMol25 dataset
Level of theory: ωB97M-V/def2-TZVPD

Last columns: bonded neighbours and bond lengths (Å).
Geometry (Å):
1 C -1.637 -3.944 -0.301  C7 1.521, H13 1.097, H14 1.070, H15 1.113
2 C -1.777 0.161 -1.435  C3 1.383, C4 1.417, H8 1.076
3 C -2.158 -0.812 -2.342  C2 1.383, C5 1.412, H9 1.068
4 C -1.010 -0.211 -0.303  C2 1.417, C6 1.391, H10 1.099
5 C -2.173 -2.198 -2.069  C3 1.412, C7 1.378, H11 1.069
6 C -0.877 -1.585 -0.134  C4 1.391, C7 1.399, H12 1.083
7 C -1.633 -2.523 -0.844  C1 1.521, C5 1.378, C6 1.399
8 H -1.851 1.173 -1.793  C2 1.076
9 H -2.546 -0.441 -3.266  C3 1.068
10 H -0.423 0.490 0.308  C4 1.099
11 H -2.725 -2.853 -2.709  C5 1.069
12 H -0.378 -1.864 0.786  C6 1.083
13 H -0.622 -4.353 -0.237  C1 1.097
14 H -2.424 -4.590 -0.632  C1 1.070
15 H -1.775 -3.901 0.803  C1 1.113
16 C 0.110 2.785 2.604  C18 1.512, H26 1.096, H27 1.101, H31 1.094
17 C 1.977 1.232 1.962  C18 1.414, C19 1.372, H24 1.075
18 C 1.102 2.276 1.583  C16 1.512, C17 1.414, C21 1.393
19 C 2.506 0.515 0.918  C17 1.372, C20 1.375, H25 1.085
20 C 2.386 0.948 -0.381  C19 1.375, C22 1.384, O23 1.378
21 C 1.001 2.681 0.254  C18 1.393, C22 1.397, H28 1.090
22 C 1.591 1.996 -0.812  C20 1.384, C21 1.397, H30 1.082
23 O 3.177 0.421 -1.380  C20 1.378, H29 0.966
24 H 2.322 1.072 2.967  C17 1.075
25 H 3.279 -0.231 1.067  C19 1.085
26 H 0.471 3.495 3.357  C16 1.096
27 H -0.441 1.993 3.134  C16 1.101
28 H 0.253 3.436 0.012  C21 1.090
29 H 3.387 -0.522 -1.363  O23 0.966
30 H 1.681 2.186 -1.874  C22 1.082
31 H -0.795 3.170 2.123  C16 1.094

## Properties
Spin multiplicity   1
Charge   0
Structure (SMILES)   Cc1ccc(O)cc1.Cc1ccccc1
HOMO energy   -8.41 eV
Frontier orbital gap   9.164 eV

***

#Q
Formula: C14H16O
Source: the OMol25 dataset
Level of theory: ωB97M-V/def2-TZVPD

Last columns: bonded neighbours and bond lengths (Å).
Geometry (Å):
1 C -0.450 -0.795 -1.564  C3 1.492, H10 1.092, H11 1.079, H15 1.104
2 C -2.671 -1.681 -0.796  C3 1.395, C4 1.373, H8 1.079
3 C -1.928 -0.668 -1.402  C1 1.492, C2 1.395, C6 1.405
4 C -3.944 -1.453 -0.335  C2 1.373, C5 1.398, H9 1.086
5 C -4.618 -0.287 -0.708  C4 1.398, C7 1.385, H12 1.081
6 C -2.581 0.551 -1.652  C3 1.405, C7 1.384, H13 1.087
7 C -3.899 0.748 -1.283  C5 1.385, C6 1.384, H14 1.088
8 H -2.182 -2.636 -0.682  C2 1.079
9 H -4.497 -2.247 0.157  C4 1.086
10 H 0.018 -0.341 -2.439  C1 1.092
11 H -0.168 -1.821 -1.388  C1 1.079
12 H -5.692 -0.360 -0.608  C5 1.081
13 H -1.953 1.324 -2.087  C6 1.087
14 H -4.348 1.670 -1.647  C7 1.088
15 H 0.056 -0.276 -0.731  C1 1.104
16 C 4.636 -0.562 0.856  C18 1.503, H26 1.092, H27 1.077, H31 1.093
17 C 2.221 -0.618 1.531  C18 1.399, C19 1.387, H24 1.090
18 C 3.330 0.133 1.124  C16 1.503, C17 1.399, C20 1.377
19 C 0.924 -0.129 1.505  C17 1.387, C21 1.391, H25 1.083
20 C 3.121 1.447 0.769  C18 1.377, C22 1.410, H28 1.061
21 C 0.775 1.222 1.211  C19 1.391, C22 1.375, O23 1.382
22 C 1.840 2.025 0.879  C20 1.410, C21 1.375, H29 1.079
23 O -0.503 1.714 1.400  C21 1.382, H30 0.971
24 H 2.396 -1.691 1.604  C17 1.090
25 H 0.131 -0.816 1.773  C19 1.083
26 H 5.539 -0.009 1.127  C16 1.092
27 H 4.680 -0.689 -0.212  C16 1.077
28 H 3.893 2.153 0.589  C20 1.061
29 H 1.785 3.096 0.756  C22 1.079
30 H -0.715 2.505 0.879  O23 0.971
31 H 4.803 -1.508 1.377  C16 1.093

## Properties
Spin multiplicity   1
Charge   0
Structure (SMILES)   Cc1ccc(O)cc1.Cc1ccccc1
HOMO energy   -8.43 eV
Frontier orbital gap   9.237 eV

***

Quick one: most stable of them? #Q

***

#P
Formula: C2H6O2S
Source: the OMol25 dataset
Level of theory: ωB97M-V/def2-TZVPD

Last columns: bonded neighbours and bond lengths (Å).
Geometry (Å):
1 C -0.201 -1.258 -1.400  C2 1.314, H6 1.181, H7 1.036
2 C 0.926 -1.676 -0.868  C1 1.314, H9 1.089, H10 1.108
3 O 0.251 2.037 2.163  S5 1.710, H8 0.913
4 O -1.002 2.319 -0.094  S5 1.480
5 S -0.740 1.322 0.967  O3 1.710, O4 1.480, H11 1.426
6 H -0.492 -1.711 -2.452  C1 1.181
7 H -0.888 -0.526 -1.146  C1 1.036
8 H 1.078 1.667 2.054  O3 0.913
9 H 1.551 -2.501 -1.208  C2 1.089
10 H 1.299 -1.217 0.069  C2 1.108
11 H -1.780 1.545 1.916  S5 1.426

## Properties
Spin multiplicity   1
Charge   0
HOMO energy   -10.23 eV
Frontier orbital gap   10.499 eV

***

#Q
Formula: C2H6O2S
Source: the OMol25 dataset
Level of theory: ωB97M-V/def2-TZVPD

Last columns: bonded neighbours and bond lengths (Å).
Geometry (Å):
1 C 1.269 -0.113 -1.301  S2 1.849, H3 1.085, H4 1.085, H5 1.092
2 S 1.283 -0.985 0.329  C1 1.849, H6 1.283
3 H 0.242 0.119 -1.565  C1 1.085
4 H 1.691 -0.803 -2.025  C1 1.085
5 H 1.796 0.838 -1.196  C1 1.092
6 H 2.346 -0.500 0.859  S2 1.283
7 O -1.858 1.085 -0.169  C8 1.195
8 C -2.033 0.582 0.901  O7 1.195, O9 1.355, H10 1.103
9 O -1.724 -0.697 1.222  C8 1.355, H11 0.983
10 H -2.269 1.229 1.762  C8 1.103
11 H -0.743 -0.755 1.185  O9 0.983

## Properties
Spin multiplicity   1
Charge   0
Structure (SMILES)   O=CO.CS
HOMO energy   -9.76 eV
Frontier orbital gap   10.435 eV

***

Quick one: most stable of them? #Q

***

#P
Formula: CH12NO4
Source: the OMol25 dataset
Level of theory: ωB97M-V/def2-TZVPD

Last columns: bonded neighbours and bond lengths (Å).
Geometry (Å):
1 C -0.836 0.284 -2.341  N2 1.292, H3 1.156, H4 1.063
2 N -1.266 1.499 -2.246  C1 1.292, H5 1.040, H6 1.024
3 H -0.662 -0.095 -3.420  C1 1.156
4 H -0.339 -0.293 -1.599  C1 1.063
5 H -1.664 1.830 -1.343  N2 1.040
6 H -1.499 1.917 -3.151  N2 1.024
7 H -1.943 -1.979 2.508  O9 0.947
8 H -1.036 -2.800 1.864  O9 0.948
9 O -1.013 -1.974 2.331  H7 0.947, H8 0.948
10 H -1.251 2.076 0.881  O12 0.965
11 H 0.055 1.296 0.693  O12 1.031
12 O -0.532 2.013 0.240  H10 0.965, H11 1.031
13 H 1.962 -1.004 -0.034  O15 0.995
14 H 2.763 -0.481 -1.427  O15 1.025
15 O 1.867 -0.639 -0.954  H13 0.995, H14 1.025
16 H 2.492 -0.957 2.725  O18 0.996
17 H 1.044 -0.416 2.905  O18 0.984
18 O 1.858 -0.277 2.368  H16 0.996, H17 0.984

## Properties
Spin multiplicity   1
Charge   +1
HOMO energy   -14.46 eV
Frontier orbital gap   9.432 eV

***

#Q
Formula: CH12NO4
Source: the OMol25 dataset
Level of theory: ωB97M-V/def2-TZVPD

Last columns: bonded neighbours and bond lengths (Å).
Geometry (Å):
1 C -2.100 0.390 0.777  N2 1.271, H3 1.080, H4 1.082
2 N -0.862 0.659 0.881  C1 1.271, H5 1.025, H6 1.015
3 H -2.522 -0.370 1.418  C1 1.080
4 H -2.543 0.780 -0.130  C1 1.082
5 H -0.406 1.247 0.176  N2 1.025
6 H -0.254 0.146 1.512  N2 1.015
7 H 0.819 2.886 -1.670  O9 0.979
8 H 1.301 3.423 -0.238  O9 0.965
9 O 0.782 2.753 -0.701  H7 0.979, H8 0.965
10 H -0.349 -3.076 -0.565  O12 0.951
11 H 0.722 -1.970 -0.832  O12 0.986
12 O -0.067 -2.210 -0.291  H10 0.951, H11 0.986
13 H -0.763 -2.104 3.163  O15 0.982
14 H -0.280 -2.111 1.599  O15 0.987
15 O -0.750 -1.616 2.310  H13 0.982, H14 0.987
16 H 2.443 0.462 -3.249  O18 0.982
17 H 2.790 0.320 -1.800  O18 0.939
18 O 2.038 0.390 -2.357  H16 0.982, H17 0.939

## Properties
Spin multiplicity   1
Charge   +1
HOMO energy   -14.79 eV
Frontier orbital gap   10.487 eV

***

Quick one: most stable of them? #Q

***

#P
Formula: C2HN2PS2
Source: the OMol25 dataset
Level of theory: ωB97M-V/def2-TZVPD

Last columns: bonded neighbours and bond lengths (Å).
Geometry (Å):
1 C -0.245 -0.418 -0.009  S7 1.579, H8 1.061
2 C 1.564 -1.671 -0.022  N3 1.238, P5 1.729
3 N 0.921 -2.729 -0.012  C2 1.238, N4 1.222
4 N -0.270 -3.003 -0.008  N3 1.222, S7 1.791
5 P 3.161 -1.010 0.020  C2 1.729, S6 1.947
6 S 2.919 0.922 -0.014  P5 1.947
7 S -1.334 -1.562 0.005  C1 1.579, N4 1.791
8 H -0.310 0.641 0.004  C1 1.061

## Properties
Spin multiplicity   1
Charge   0
HOMO energy   -9.04 eV
Frontier orbital gap   7.264 eV

***

#Q
Formula: C2HN2PS2
Source: the OMol25 dataset
Level of theory: ωB97M-V/def2-TZVPD

Last columns: bonded neighbours and bond lengths (Å).
Geometry (Å):
1 C -0.973 0.476 0.072  C2 1.337, S7 1.734, H8 1.125
2 C 0.278 0.192 -0.305  C1 1.337, N3 1.664, P5 1.782
3 N 0.385 -1.467 -0.371  C2 1.664, N4 1.196
4 N -0.662 -1.968 -0.081  N3 1.196, S7 1.767
5 P 1.721 1.106 -0.816  C2 1.782, S6 1.941
6 S 2.678 1.075 0.872  P5 1.941
7 S -2.007 -0.894 0.316  C1 1.734, N4 1.767
8 H -1.419 1.479 0.313  C1 1.125

## Properties
Spin multiplicity   1
Charge   0
Structure (SMILES)   S=Pc1csnn1
HOMO energy   -9.08 eV
Frontier orbital gap   7.265 eV

***

Quick one: most stable of them? #Q

***

#P
Formula: C4H10NS
Source: the OMol25 dataset
Level of theory: ωB97M-V/def2-TZVPD

Last columns: bonded neighbours and bond lengths (Å).
Geometry (Å):
1 C 1.131 0.385 -0.264  C2 1.551, C4 1.514, H7 1.098, H8 1.089
2 C 1.673 -1.043 0.004  C1 1.551, S3 1.793, H9 1.094, H10 1.104
3 S 3.370 -1.323 0.511  C2 1.793
4 C -0.213 0.376 -0.961  C1 1.514, N5 1.483, H11 1.100, H12 1.096
5 N -1.316 1.014 -0.202  C4 1.483, C6 1.456, H13 1.011
6 C -1.678 0.233 0.972  N5 1.456, H14 1.096, H15 1.092, H16 1.096
7 H 0.946 0.875 0.700  C1 1.098
8 H 1.889 1.025 -0.715  C1 1.089
9 H 1.474 -1.591 -0.922  C2 1.094
10 H 0.950 -1.446 0.735  C2 1.104
11 H -0.105 0.839 -1.953  C4 1.100
12 H -0.616 -0.633 -1.106  C4 1.096
13 H -2.132 1.090 -0.795  N5 1.011
14 H -1.785 -0.850 0.841  C6 1.096
15 H -2.628 0.567 1.395  C6 1.092
16 H -0.960 0.481 1.761  C6 1.096

## Properties
Spin multiplicity   1
Charge   -1
Structure (SMILES)   CNCCC[S-]
HOMO energy   -2.17 eV
Frontier orbital gap   5.706 eV

***

#Q
Formula: C4H10NS
Source: the OMol25 dataset
Level of theory: ωB97M-V/def2-TZVPD

Last columns: bonded neighbours and bond lengths (Å).
Geometry (Å):
1 C 0.798 0.393 -0.507  C2 1.494, C4 1.490, H7 1.096, H8 1.152
2 C 1.577 1.552 0.023  C1 1.494, S3 1.830, H9 1.072, H10 1.125
3 S 1.008 3.117 -0.735  C2 1.830
4 C -0.669 0.590 -0.332  C1 1.490, N5 1.577, H11 1.244, H12 1.113
5 N -1.198 -0.895 -0.293  C4 1.577, C6 1.472, H13 1.006
6 C -1.212 -1.855 0.822  N5 1.472, H14 1.087, H15 1.116, H16 1.129
7 H 1.066 -0.529 0.022  C1 1.096
8 H 0.987 0.099 -1.604  C1 1.152
9 H 1.489 1.436 1.086  C2 1.072
10 H 2.677 1.375 -0.131  C2 1.125
11 H -1.329 1.237 -1.164  C4 1.244
12 H -1.118 1.042 0.581  C4 1.113
13 H -0.711 -1.289 -1.081  N5 1.006
14 H -1.115 -1.463 1.831  C6 1.087
15 H -2.086 -2.544 0.740  C6 1.116
16 H -0.164 -2.265 0.743  C6 1.129

## Properties
Spin multiplicity   1
Charge   -1
Structure (SMILES)   CNCCC[S-]
HOMO energy   -2.34 eV
Frontier orbital gap   6.056 eV

***

Quick one: most stable of them? #P